This record from the Open Molecules 2025 dataset describes C21H45O2P3Yb as an isolated structure. The level of theory is ωB97M-V with the def2-TZVPD basis set.

```
72
C21H45O2P3Yb | the Open Molecules 2025 dataset | ωB97M-V with the def2-TZVPD basis set
Yb -2.30084 2.66302 -1.98501
P -1.52841 -1.81044 0.77781
P 0.29541 -1.14601 1.85457
P 2.02150 -1.80921 -2.60223
H -2.08062 5.27040 -2.23571
C -2.06901 4.56615 -3.09271
C -3.19655 3.93399 -3.56037
H -4.19508 4.01811 -3.09566
C -2.89809 -0.71082 1.18804
C -1.93880 -3.47778 1.30893
C -1.34580 -1.76112 -1.01352
C 1.35692 -0.00074 0.96649
C -0.22420 -0.29159 3.35759
C 1.27793 -2.60171 2.26766
C 1.46179 -1.88166 -4.30248
C 2.15454 -3.41485 -1.81821
C 3.59827 -0.97517 -2.49552
H -1.15370 4.60571 -3.69857
H -3.17524 3.36482 -4.49648
H -2.84878 0.19808 0.56891
H -2.87582 -0.41451 2.24400
H -3.83417 -1.25099 0.98657
H -1.84071 -3.58302 2.39428
H -1.28458 -4.20548 0.81446
H -2.98115 -3.67434 1.02674
H -0.91406 -0.79650 -1.33605
H -2.33699 -1.85675 -1.48411
H -0.69661 -2.57483 -1.37270
H 2.22925 0.23364 1.59220
H 0.82234 0.92764 0.73794
H 1.71935 -0.40997 0.01840
H 0.66092 -0.15187 3.99141
H -0.97256 -0.86588 3.91622
H -0.64277 0.69574 3.11538
H 2.21103 -2.25521 2.73607
H 1.52705 -3.17870 1.36368
H 0.74966 -3.25154 2.97793
H 1.91218 -2.77859 -4.74436
H 1.77317 -0.98749 -4.86285
H 0.37032 -1.96134 -4.34847
H 2.28373 -4.15920 -2.61499
H 1.25182 -3.65833 -1.24079
H 3.02720 -3.42252 -1.14935
H 4.22390 -1.36436 -3.31115
H 4.05706 -1.18941 -1.52071
H 3.46397 0.10629 -2.61258
C 0.35154 1.51418 -2.71944
C 1.29382 2.57770 -2.87927
C 1.55031 3.03695 -4.15904
C 0.73332 2.65041 -5.22631
C -0.37942 1.84522 -5.00922
C -0.66074 1.34747 -3.73760
O 0.46718 0.67945 -1.73357
H 1.09853 -1.01256 -1.87582
H 1.87186 2.86040 -2.00572
H 2.40192 3.70490 -4.34155
H 0.96396 2.99595 -6.23627
H -1.04861 1.58616 -5.83751
H -1.46080 0.61622 -3.59397
C -0.52356 4.12528 1.90866
C -1.91445 3.70320 2.43019
C -2.76002 3.31474 1.21731
O -1.81038 3.23764 0.08938
C -0.50337 3.85490 0.40918
H -0.36610 5.19184 2.09527
H 0.28615 3.58409 2.40602
H -2.39574 4.52277 2.97623
H -1.83797 2.86010 3.13036
H -3.25244 2.33593 1.31050
H -3.51069 4.07052 0.97232
H -0.42987 4.76170 -0.18708
H 0.28514 3.16355 0.08836
```

## Properties
Kohn-Sham gap (alpha / beta): 3.4 / 6.0 eV
energy: -3159.30709 Eh
relative energy (zero: lowest compared OMol25 entry of this formula, charge and spin): 155.31 kJ/mol
spin multiplicity: 2
LUMO (alpha / beta): -8.69 / -8.69 eV
total charge: +3

In the Löwdin picture, each atom carries the following charge in e:
1 Yb 1.229
2 P 0.822
3 P 0.823
4 P 0.882
5 H 0.063
6 C -0.287
7 C -0.296
8 H 0.064
9 C -0.179
10 C -0.175
11 C -0.196
12 C -0.177
13 C -0.175
14 C -0.177
15 C -0.171
16 C -0.198
17 C -0.181
18 H 0.063
19 H 0.061
20 H 0.036
21 H 0.066
22 H 0.092
23 H 0.077
24 H 0.078
25 H 0.091
26 H 0.019
27 H 0.094
28 H 0.047
29 H 0.098
30 H 0.051
31 H 0.030
32 H 0.094
33 H 0.079
34 H 0.057
35 H 0.092
36 H 0.061
37 H 0.079
38 H 0.075
39 H 0.082
40 H 0.067
41 H 0.077
42 H 0.029
43 H 0.069
44 H 0.085
45 H 0.067
46 H 0.068
47 C -0.526
48 C -0.047
49 C -0.070
50 C -0.090
51 C -0.098
52 C -0.163
53 O -0.269
54 H -0.004
55 H 0.106
56 H 0.126
57 H 0.118
58 H 0.124
59 H 0.090
60 C -0.125
61 C -0.129
62 C -0.137
63 O -0.354
64 C -0.134
65 H 0.129
66 H 0.110
67 H 0.131
68 H 0.098
69 H 0.097
70 H 0.134
71 H 0.127
72 H 0.100